DFT (ωB97M-V/def2-TZVPD) results for a molecular structure, C12B3O26V in a non-equilibrium geometry.

Calculated values
2S+1   1
HOMO-LUMO gap   9.246 eV
Energy relative to the best compared isomer or geometry (same formula, charge and spin)   0.000 eV
Total energy   -93418.07083 eV
Net charge   -2

Last column: Mulliken charge in e.
CARTESIAN COORDINATES (ANGSTROEM)
O1 1.4851 1.5979 2.1940  -0.56
V1 2.1217 1.0926 0.8838  1.23
O2 3.5207 1.9083 0.8109  -0.50
O3 -4.9596 2.7490 -0.2840  -0.62
C1 -4.3732 1.7316 -0.5184  0.60
O4 -3.5281 1.1511 0.2933  -0.49
B1 -2.7971 0.0645 -0.4124  1.05
O5 -3.4300 0.0257 -1.7148  -0.49
C2 -4.3383 0.9622 -1.8553  0.66
O6 -4.9973 1.1609 -2.8265  -0.61
O7 -2.8675 -1.2100 0.3094  -0.56
C3 -1.6828 -1.5581 0.7360  0.14
O8 -1.4021 -2.5340 1.3699  -0.60
C4 -0.6663 -0.5173 0.2047  0.60
O9 -1.3384 0.3346 -0.5094  -0.40
O10 0.5301 -0.5033 0.4239  -0.27
O11 -2.6714 2.1906 -5.5966  -0.56
C5 -1.6299 2.3972 -5.0635  0.57
O12 -1.1496 1.7771 -3.9745  -0.34
B2 0.0774 2.5012 -3.5865  1.07
O13 0.3420 3.4734 -4.6115  -0.54
C6 -0.6707 3.5580 -5.4470  0.58
O14 -0.8050 4.3272 -6.3503  -0.60
O15 1.2753 1.6395 -3.3128  -0.62
C7 1.4876 1.5171 -2.0509  0.76
O16 2.2695 0.8064 -1.4677  -0.56
C8 0.5675 2.5309 -1.3496  0.99
O17 -0.1104 3.1613 -2.2594  -0.62
O18 0.5557 2.7541 -0.1587  -0.67
O19 4.9437 -2.9788 1.4157  -0.60
C9 4.0047 -2.7988 2.1210  0.25
O20 3.4984 -3.5945 3.0353  -0.56
B3 2.2456 -2.9961 3.5660  1.36
O21 2.1245 -1.7060 2.8744  -0.75
C10 3.0530 -1.6178 1.9779  0.98
O22 3.1735 -0.7668 1.1218  -0.46
O23 1.0719 -3.8574 3.3625  -0.39
C11 0.4703 -4.0291 4.5053  0.58
O24 -0.5797 -4.5706 4.6896  -0.59
C12 1.4037 -3.5314 5.6438  0.60
O25 2.3659 -2.8205 5.0214  -0.48
O26 1.4097 -3.8220 6.7891  -0.58


DFT (ωB97M-V/def2-TZVPD) results for C12H10 in the gas phase in a non-equilibrium geometry.

Calculated values
2S+1   1
HOMO-LUMO gap   8.029 eV
Energy relative to the best compared isomer or geometry (same formula, charge and spin)   4.021 eV
Total energy   -12601.63676 eV

Last column: natural (NBO) charge in e.
CARTESIAN COORDINATES (ANGSTROEM)
C1 2.9546 1.1224 0.0401  -0.20
C2 3.5505 -0.1128 0.0729  -0.21
C3 1.5759 1.2782 -0.1052  -0.21
C4 2.7986 -1.2729 0.0648  -0.20
C5 -0.8677 -2.4113 0.2577  -0.17
C6 -2.0413 -1.4728 0.3443  -0.26
C7 -0.4379 -0.4421 -0.8145  -0.26
C8 0.8814 0.1128 -0.3483  0.02
C9 1.4852 -1.1594 -0.2606  -0.06
C10 0.2427 -1.8710 -0.4247  0.00
C11 -1.8680 -0.1864 -0.1551  0.06
C12 -2.5658 1.1060 0.0049  -0.65
H1 3.6938 1.9636 0.1265  0.21
H2 4.5794 -0.1276 0.2875  0.21
H3 1.0989 2.1537 0.1428  0.21
H4 3.3281 -2.1684 0.2178  0.21
H5 -0.9159 -3.3065 0.7731  0.20
H6 -2.9532 -1.5636 0.8964  0.20
H7 -0.5571 -0.4205 -1.9355  0.23
H8 -3.1940 1.0458 0.9023  0.23
H9 -3.1943 1.2403 -0.7838  0.22
H10 -1.8067 1.9266 -0.0707  0.23


DFT (ωB97M-V/def2-TZVPD) results for a molecular structure, C12H10As3CuF18N2O4 in a non-equilibrium geometry.

Calculated values
2S+1   1
HOMO-LUMO gap   5.792 eV
Energy relative to the best compared isomer or geometry (same formula, charge and spin)   6.346 eV
Total energy   -299848.90281 eV
Net charge   -2

Last column: natural (NBO) charge in e.
CARTESIAN COORDINATES (ANGSTROEM)
Cu1 1.0720 2.4047 1.2151  1.00
As1 6.3286 -0.7064 2.9591  2.79
F1 5.1585 0.5403 2.3829  -0.62
F2 4.9943 -1.8545 3.4411  -0.62
F3 7.4401 -1.9980 3.5353  -0.64
F4 7.6339 0.2282 2.4157  -0.62
F5 6.5758 0.1233 4.6274  -0.64
F6 6.6696 -1.5564 1.3522  -0.64
As2 4.7189 1.7183 -3.7818  2.80
F7 5.8638 2.1094 -5.1049  -0.63
F8 3.4801 1.1042 -4.9871  -0.65
F9 3.6007 1.1366 -2.5420  -0.65
F10 5.8615 2.1057 -2.4966  -0.62
F11 3.9819 3.2875 -3.7536  -0.62
F12 5.5262 0.0832 -3.7485  -0.64
As3 2.1152 5.8040 6.4676  2.79
F13 0.8578 6.7087 5.5343  -0.65
F14 3.2898 6.1592 5.2096  -0.62
F15 3.2895 4.7795 7.4311  -0.62
F16 0.8072 5.3966 7.6530  -0.63
F17 1.5811 4.4297 5.4684  -0.65
F18 2.4737 7.3164 7.4244  -0.63
C1 -6.4735 2.0578 -4.6793  -0.19
C2 -7.1178 2.9706 -3.7715  -0.21
C3 -6.3345 3.6962 -2.8991  -0.19
C4 -4.9349 3.6232 -3.0115  0.03
C5 -4.2926 2.7396 -3.9346  -0.16
C6 -5.1311 1.9248 -4.7144  -0.22
N1 -4.1456 4.4095 -2.0417  0.52
O1 -3.0409 3.9775 -1.8674  -0.36
O2 -4.5962 5.3795 -1.4216  -0.38
H1 -6.9275 1.3481 -5.3550  0.22
H2 -8.1909 3.0137 -3.8854  0.22
H3 -6.6626 4.1677 -1.9846  0.25
H4 -3.2186 2.6493 -3.8654  0.25
H5 -4.6495 1.2424 -5.3990  0.22
C7 -0.9465 -8.5496 0.4784  -0.17
C8 -0.0262 -7.7029 1.0198  -0.22
C9 -0.2082 -6.3281 1.1121  -0.17
C10 -1.3777 -5.7418 0.6096  0.04
C11 -2.2553 -6.5654 -0.1150  -0.20
C12 -2.0911 -7.9277 -0.2004  -0.21
N2 -1.5684 -4.2591 0.7969  0.52
O3 -2.6838 -3.7105 0.4643  -0.43
O4 -0.7304 -3.6173 1.3372  -0.31
H6 -0.9108 -9.6264 0.5537  0.22
H7 0.7707 -8.1386 1.6040  0.23
H8 0.5579 -5.7153 1.5636  0.26
H9 -3.2129 -6.1886 -0.4427  0.24
H10 -2.9215 -8.4487 -0.6536  0.22


DFT (ωB97M-V/def2-TZVPD) results for 11 unconnected molecules or ions with the total composition C12H10Cl30F4O5S in a non-equilibrium geometry.

Calculated values
2S+1   1
HOMO-LUMO gap   8.260 eV
Total energy   -420216.72408 eV

Last column: natural (NBO) charge in e.
CARTESIAN COORDINATES (ANGSTROEM)
O1 0.5389 -1.7633 1.0406  -0.44
C1 0.4014 -1.5074 -0.1853  0.95
O2 -0.7714 -0.8423 -0.7012  -0.50
C2 -1.9529 -1.2564 -0.0008  1.18
F1 -3.0667 -0.8985 -0.8323  -0.31
F2 -2.1013 -0.6144 1.2738  -0.30
F3 -2.0565 -2.6550 0.2145  -0.31
O3 1.4570 -1.8216 -1.1174  -0.60
S1 1.1336 -3.1839 -2.0549  2.36
O4 2.3097 -4.1323 -1.8814  -0.80
O5 1.0267 -2.8060 -3.5212  -0.81
F4 -0.2509 -4.0156 -1.6279  -0.42
C3 2.8408 -7.1380 0.1150  -0.28
Cl1 2.3220 -7.1117 1.8069  0.02
Cl2 4.6066 -7.1621 0.0062  0.02
Cl3 2.1466 -8.5318 -0.7274  0.03
H1 2.4801 -6.2308 -0.3684  0.24
C4 -0.4143 -2.3429 4.7375  -0.28
Cl4 0.7621 -3.6639 4.6716  0.02
Cl5 0.4093 -0.7789 4.8023  0.02
Cl6 -1.5057 -2.4115 3.3463  0.01
H2 -1.0068 -2.4564 5.6441  0.23
C5 3.9341 -0.8747 -4.7738  -0.29
Cl7 4.8639 -1.3909 -6.1876  0.02
Cl8 5.0115 -0.5319 -3.4121  0.02
Cl9 2.9511 0.5455 -5.1611  0.02
H3 3.2662 -1.6865 -4.4871  0.24
C6 -1.3081 2.3311 6.9070  -0.29
Cl10 -1.7847 2.3637 8.6115  0.01
Cl11 0.4551 2.2949 6.7548  0.01
Cl12 -2.0331 0.9427 6.0840  0.01
H4 -1.6748 3.2393 6.4303  0.24
C7 -1.5586 -0.4945 -5.3605  -0.29
Cl13 -2.0264 -0.4787 -3.6579  0.01
Cl14 0.2008 -0.5267 -5.4897  0.02
Cl15 -2.2764 -1.8805 -6.1951  0.02
H5 -1.9248 0.4160 -5.8322  0.23
C8 -2.2607 4.8300 3.4755  -0.28
Cl16 -2.7410 4.8726 5.1801  0.01
Cl17 -0.4979 4.7918 3.3281  0.02
Cl18 -2.9838 3.4356 2.6622  0.03
H6 -2.6252 5.7342 2.9941  0.24
C9 1.0617 -6.1824 -4.5777  -0.29
Cl19 1.2649 -6.8550 -2.9522  0.01
Cl20 2.6304 -6.0042 -5.3769  0.02
Cl21 -0.0154 -7.2028 -5.5424  0.02
H7 0.6092 -5.1957 -4.4876  0.23
C10 -6.7857 4.0054 2.0022  -0.28
Cl22 -6.0679 2.7869 0.9373  0.01
Cl23 -5.6614 4.4399 3.2974  0.02
Cl24 -7.2544 5.4400 1.0778  0.02
H8 -7.6811 3.5811 2.4536  0.23
C11 -2.0650 8.7296 5.1891  -0.28
Cl25 -2.9943 8.0393 3.8507  0.00
Cl26 -0.9956 7.5162 5.9136  0.02
Cl27 -1.1318 10.1271 4.6359  0.03
H9 -2.7655 9.0663 5.9517  0.23
C12 6.6399 2.5331 -5.7460  -0.28
Cl28 7.5701 2.0167 -7.1601  0.02
Cl29 7.7174 2.8758 -4.3845  0.02
Cl30 5.6568 3.9531 -6.1334  0.01
H10 5.9724 1.7214 -5.4593  0.23


DFT (ωB97M-V/def2-TZVPD) results for a molecular structure, C12H10EuF9NO in a non-equilibrium geometry.

Calculated values
2S+1   8
HOMO-LUMO gap (spin up / spin down)   2.977 / 4.632 eV
Total energy   -59926.19687 eV
Net charge   -2

Last column: Löwdin spin population.
CARTESIAN COORDINATES (ANGSTROEM)
C1 0.9559 -1.3723 -2.7946  0.00
C2 -0.4498 -1.2965 -3.0553  0.00
C3 -1.1322 -1.9960 -2.0114  0.00
C4 -0.1484 -2.5073 -1.1065  0.00
C5 1.1417 -2.1359 -1.5977  0.00
Eu1 0.1227 0.4063 -0.8557  6.26
C6 -1.8489 1.9000 -2.0146  0.24
C7 -0.6699 2.1492 -2.5815  0.29
C8 0.3780 2.6046 -3.2564  0.09
N1 1.9911 1.2205 -0.9668  -0.05
H1 -2.2088 -2.1661 -1.9505  0.00
H2 -0.9152 -0.7854 -3.8981  0.00
H3 -0.3467 -3.0988 -0.2125  0.00
H4 2.0985 -2.3935 -1.1404  0.00
H5 1.7428 -0.9197 -3.4018  0.00
H6 -2.5756 1.1984 -2.4555  0.05
H7 2.8597 1.5465 -0.5121  0.00
H8 -2.1566 2.3667 -1.0589  0.04
H9 0.2914 3.3820 -4.0267  0.04
H10 1.4039 2.2459 -3.0693  0.02
F1 -1.3719 1.9902 2.6057  0.00
C9 -1.3328 0.7248 3.1043  0.00
F2 -1.3720 0.7967 4.4590  0.00
F3 -2.4566 0.0977 2.6746  0.00
C10 -0.0527 -0.0277 2.5721  0.00
O1 -0.1047 -0.0309 1.2189  0.00
C11 1.2578 0.7168 3.0415  0.00
F4 1.3650 0.7783 4.3953  0.00
F5 2.3567 0.0842 2.5548  0.00
F6 1.2792 1.9849 2.5542  0.00
C12 -0.0308 -1.5172 3.0899  0.00
F7 0.0154 -1.5864 4.4450  0.00
F8 -1.1320 -2.1848 2.6638  0.00
F9 1.0456 -2.1753 2.5870  0.00


DFT (ωB97M-V/def2-TZVPD) results for C12H10F2N4 in the gas phase in a non-equilibrium geometry.

Calculated values
2S+1   1
HOMO-LUMO gap   7.326 eV
Energy relative to the best compared isomer or geometry (same formula, charge and spin)   2.139 eV
Total energy   -23998.57410 eV

Last column: natural (NBO) charge in e.
CARTESIAN COORDINATES (ANGSTROEM)
F1 -3.9105 3.7361 -0.3357  -0.28
F2 -2.8604 -0.3368 -0.7465  -0.36
N1 -3.2738 1.5470 0.0766  -0.53
N2 -1.6273 3.1865 -0.0819  -0.55
C1 -3.0053 2.7807 -0.1783  0.78
C2 -0.7715 2.2599 -0.3323  0.33
C3 1.5325 -1.3668 -1.2346  0.00
C4 -0.0652 -0.0309 -0.4175  0.22
C5 2.5874 -1.4379 2.3462  -0.24
C6 1.6920 -0.5888 2.7834  -0.21
C7 2.7390 -1.6925 0.8882  -0.14
C8 0.7369 -0.0328 2.0232  -0.23
C9 1.7094 -1.2470 0.1541  -0.14
C10 0.6774 -0.3703 0.6767  -0.09
N3 0.4321 -0.6618 -1.6587  -0.29
N4 -1.0519 0.9189 -0.4379  -0.46
C11 -0.4201 -0.9379 -2.8353  -0.41
C12 -2.3248 0.5149 0.2143  0.48
H1 0.2462 2.5097 -0.2261  0.19
H2 2.2707 -1.9181 -1.8537  0.22
H3 3.3856 -1.7708 3.0143  0.21
H4 1.7682 -0.2510 3.7637  0.21
H5 3.5537 -2.3540 0.4243  0.22
H6 0.0477 0.7147 2.3297  0.20
H7 -0.8988 -0.1020 -3.4094  0.23
H8 -1.1493 -1.6702 -2.5664  0.22
H9 0.1630 -1.5115 -3.5610  0.22
H10 -2.1831 0.1130 1.1805  0.18


DFT (ωB97M-V/def2-TZVPD) results for 2 unconnected molecules or ions with the total composition C12H10F3N2O4S in a non-equilibrium geometry.

Calculated values
2S+1   1
HOMO-LUMO gap   6.033 eV
Energy relative to the best compared isomer or geometry (same formula, charge and spin)   0.000 eV
Total energy   -42763.60767 eV
Net charge   -1

Last column: natural (NBO) charge in e.
CARTESIAN COORDINATES (ANGSTROEM)
F1 6.5047 1.3142 -0.9524  -0.32
C1 5.1901 1.3304 -0.6966  0.83
F2 4.8169 0.2322 -0.0297  -0.31
F3 4.8465 2.4307 -0.0173  -0.31
S1 4.3186 1.3498 -2.2840  0.42
N1 2.8072 1.3864 -1.5815  -0.66
C2 2.1661 2.5716 -1.2695  0.71
O1 2.5352 3.6881 -1.5356  -0.57
C3 0.8976 2.2106 -0.5437  -0.53
C4 0.8460 0.6695 -0.5674  -0.54
C5 2.1092 0.2376 -1.2583  0.71
O2 2.4238 -0.9029 -1.4910  -0.56
H1 0.9340 2.6057 0.4770  0.24
H2 0.0279 2.6718 -1.0286  0.30
H3 0.8063 0.2392 0.4382  0.25
H4 -0.0181 0.2892 -1.1235  0.30
C6 -2.4957 0.4686 0.8960  -0.27
N2 -2.1388 1.1609 -0.2799  0.47
O3 -1.9146 2.3882 -0.1996  -0.56
O4 -2.0003 0.5340 -1.3499  -0.56
C7 -2.6425 -0.9155 0.9897  -0.07
C8 -2.7038 -1.7564 -0.1432  -0.19
C9 -2.7753 -3.1192 -0.0056  -0.23
C10 -2.7850 -3.6876 1.2585  -0.29
C11 -2.7511 -2.8850 2.3873  -0.22
C12 -2.6933 -1.5248 2.2621  -0.23
H5 -2.5284 1.0604 1.7865  0.19
H6 -2.7060 -1.3115 -1.1239  0.24
H7 -2.8229 -3.7489 -0.8818  0.19
H8 -2.8204 -4.7599 1.3649  0.19
H9 -2.7660 -3.3311 3.3685  0.19
H10 -2.6681 -0.8962 3.1341  0.19


DFT (ωB97M-V/def2-TZVPD) results for C12H10N2 in the gas phase in a non-equilibrium geometry.

Calculated values
2S+1   1
HOMO-LUMO gap   7.186 eV
Energy relative to the best compared isomer or geometry (same formula, charge and spin)   0.817 eV
Total energy   -15584.92240 eV

Last column: natural (NBO) charge in e.
CARTESIAN COORDINATES (ANGSTROEM)
C1 2.4342 2.2532 0.0638  -0.43
C2 0.0348 1.7501 0.0364  0.09
C3 -1.0078 0.8956 0.0925  -0.16
C4 -2.3326 1.3799 -0.0247  -0.14
C5 -3.4256 0.4756 -0.0445  -0.25
C6 -3.1576 -0.9925 0.0300  -0.15
C7 -1.9263 -1.4661 0.0235  -0.23
C8 -0.8903 -0.5659 0.0390  0.04
C9 0.4949 -0.9388 -0.0170  -0.10
C10 1.1484 -2.2178 0.0418  -0.33
C11 2.4260 -2.0142 -0.0273  -0.01
C12 1.5720 -0.0008 -0.0706  0.32
H1 2.2271 2.9828 -0.7250  0.20
H2 3.3436 1.7062 -0.1813  0.26
H3 2.5589 2.8679 0.9504  0.22
H4 -0.0020 2.8183 0.1200  0.21
H5 -2.5347 2.4750 -0.0805  0.21
H6 -4.4120 0.9034 -0.1519  0.22
H7 -3.9797 -1.7065 -0.0184  0.22
H8 -1.6840 -2.5407 -0.1163  0.23
H9 0.6282 -3.1613 0.1325  0.21
H10 3.2529 -2.6796 0.0742  0.20
N1 1.3127 1.3600 -0.0913  -0.28
N2 2.7418 -0.6478 -0.0317  -0.55